<one>
Density functional theory data (ωB97M-V/def2-TZVPD) for a cluster of 2 separate species, C5H16N2O in total.

* orbital gap: 9.44 eV
* lowest unoccupied orbital energy: 0.83 eV
* SMILES: CC[C@H](C)NCN.O

Each line ends with the natural charge from an NBO analysis.
Element x y z (Å)
C (2.144, 0.655, -1.695)  -0.616
C (1.611, -0.163, -0.518)  -0.418
C (0.378, 0.585, 0.071)  -0.033
C (0.522, 1.315, 1.392)  -0.637
N (-0.659, -0.502, 0.260)  -0.692
C (-2.010, -0.239, -0.152)  -0.066
N (-2.249, -0.597, -1.581)  -0.842
H (1.357, 1.089, -2.328)  0.198
H (2.621, 1.601, -1.439)  0.214
H (2.706, 0.056, -2.432)  0.216
H (1.498, -1.223, -0.739)  0.208
H (2.415, -0.168, 0.241)  0.207
H (-0.052, 1.239, -0.689)  0.184
H (0.942, 0.726, 2.214)  0.219
H (0.894, 2.338, 1.284)  0.217
H (-0.483, 1.367, 1.833)  0.221
H (-0.328, -1.444, 0.163)  0.377
H (-2.872, -0.644, 0.383)  0.201
H (-2.211, 0.836, -0.060)  0.179
H (-2.388, -1.597, -1.601)  0.348
H (-1.410, -0.367, -2.097)  0.345
O (-1.154, -1.676, 2.700)  -0.971
H (-0.870, -0.933, 2.100)  0.486
H (-0.401, -2.255, 2.689)  0.454

<two>
Density functional theory data (ωB97M-V/def2-TZVPD) for a cluster of 2 separate species, C5H16N2O in total.

* orbital gap: 9.41 eV
* lowest unoccupied orbital energy: 0.84 eV
* SMILES: CNCCCCN.O

Each line ends with the natural charge from an NBO analysis.
Element x y z (Å)
C (-2.571, -0.626, 0.792)  -0.413
N (-1.151, -0.227, 0.710)  -0.648
C (-0.307, -1.247, 0.123)  -0.232
C (1.123, -1.197, 0.638)  -0.406
C (1.996, -0.068, 0.111)  -0.423
C (1.794, 1.310, 0.812)  -0.209
N (0.763, 2.176, 0.285)  -0.867
H (-3.174, 0.275, 0.728)  0.199
H (-2.822, -1.229, -0.078)  0.189
H (-2.830, -1.191, 1.687)  0.183
H (-0.839, -0.078, 1.666)  0.355
H (-0.301, -1.054, -0.941)  0.187
H (-0.605, -2.301, 0.219)  0.172
H (1.664, -2.123, 0.465)  0.216
H (1.076, -1.169, 1.737)  0.188
H (1.918, 0.118, -0.963)  0.206
H (3.048, -0.288, 0.285)  0.202
H (1.638, 1.102, 1.865)  0.170
H (2.722, 1.881, 0.781)  0.189
H (-0.155, 1.743, 0.268)  0.378
H (0.982, 2.605, -0.598)  0.357
O (-1.001, 0.001, -2.949)  -0.941
H (-1.648, -0.660, -3.201)  0.470
H (-1.145, 0.221, -2.023)  0.475

<three>
Density functional theory data (ωB97M-V/def2-TZVPD) for a cluster of 2 separate species, C5H16N2O in total.

* orbital gap: 8.96 eV
* lowest unoccupied orbital energy: 0.67 eV
* SMILES: CCNCCCN.O

Each line ends with the natural charge from an NBO analysis.
Element x y z (Å)
C (1.090, 0.457, -0.624)  -0.648
C (0.538, 1.392, 0.465)  -0.244
N (0.026, 0.938, 1.751)  -0.643
C (-1.222, 0.225, 1.798)  -0.201
C (-1.446, -0.954, 0.842)  -0.455
C (-2.936, -1.025, 0.365)  -0.216
N (-3.022, -0.453, -0.951)  -0.856
H (0.529, 0.389, -1.538)  0.213
H (2.097, 0.831, -0.832)  0.204
H (1.214, -0.573, -0.308)  0.210
H (1.295, 2.176, 0.644)  0.196
H (-0.147, 2.134, 0.028)  0.190
H (0.836, 0.693, 2.298)  0.365
H (-1.348, -0.050, 2.864)  0.195
H (-2.007, 1.019, 1.594)  0.174
H (-0.989, -0.622, -0.087)  0.223
H (-0.884, -1.818, 1.211)  0.202
H (-3.194, -2.100, 0.517)  0.173
H (-3.567, -0.385, 1.003)  0.191
H (-2.862, -1.050, -1.750)  0.362
H (-3.883, 0.031, -1.163)  0.364
O (6.928, -0.678, -2.864)  -0.924
H (6.337, -0.054, -3.303)  0.462
H (6.617, -0.522, -1.959)  0.462

In terms of stability, <two> leads; the second structure lies 0.408 eV higher.

<one>
Density functional theory data (ωB97M-V/def2-TZVPD) for the molecule C7H10.

* orbital gap: 10.87 eV
* lowest unoccupied orbital energy: 1.12 eV
* SMILES: C#CC[C@@H]1C[C@@H]1C

Each line ends with the natural charge from an NBO analysis.
Element x y z (Å)
C (2.310, 0.954, 1.563)  -0.273
C (1.879, 0.311, 0.640)  0.021
C (1.379, -0.410, -0.537)  -0.492
C (0.013, -1.083, -0.398)  -0.217
C (-1.106, -0.688, -1.326)  -0.416
C (-1.219, -0.405, 0.143)  -0.214
C (-1.224, 1.007, 0.681)  -0.608
H (2.694, 1.525, 2.378)  0.238
H (1.369, 0.293, -1.378)  0.233
H (2.114, -1.178, -0.803)  0.242
H (0.082, -2.143, -0.163)  0.216
H (-1.727, -1.457, -1.777)  0.216
H (-0.913, 0.165, -1.976)  0.206
H (-1.883, -1.076, 0.688)  0.211
H (-2.228, 1.441, 0.606)  0.210
H (-0.922, 1.024, 1.733)  0.218
H (-0.533, 1.655, 0.133)  0.209

<two>
Density functional theory data (ωB97M-V/def2-TZVPD) for a structure of composition C7H10.

* orbital gap: 9.13 eV
* lowest unoccupied orbital energy: 0.94 eV

Each line ends with the natural charge from an NBO analysis.
Element x y z (Å)
C (1.587, -1.142, -0.150)  -0.615
C (0.320, -0.332, -0.021)  -0.019
C (-1.058, -1.012, -0.147)  -0.515
C (-1.656, 0.138, -0.982)  -0.001
C (-0.782, 1.499, 0.182)  -0.381
C (0.195, 0.735, 1.081)  -0.402
C (-0.273, 0.691, -1.051)  -0.325
H (1.703, -1.814, 0.709)  0.215
H (1.573, -1.758, -1.057)  0.213
H (2.474, -0.498, -0.193)  0.211
H (-1.565, -1.390, 0.751)  0.208
H (-1.016, -1.816, -0.894)  0.245
H (-1.864, 1.199, 0.315)  0.273
H (-0.816, 2.584, 0.096)  0.248
H (-0.150, 0.418, 2.072)  0.202
H (1.133, 1.292, 1.181)  0.214
H (0.193, 1.207, -1.890)  0.229

<three>
Density functional theory data (ωB97M-V/def2-TZVPD) for a structure of composition C7H10.

* orbital gap: 7.73 eV
* lowest unoccupied orbital energy: 0.43 eV

Each line ends with the natural charge from an NBO analysis.
Element x y z (Å)
C (-2.541, -0.017, 0.084)  -0.392
C (-1.443, -0.423, -0.568)  -0.220
C (0.355, -0.633, 1.354)  -0.435
C (0.896, -1.362, -0.675)  -0.417
C (-0.328, -1.044, 0.027)  -0.021
C (1.364, -0.210, 0.291)  0.094
C (1.470, 1.212, -0.195)  -0.672
H (-3.448, 0.452, -0.277)  0.206
H (-2.681, -0.580, 0.993)  0.190
H (-1.297, -0.205, -1.555)  0.191
H (0.001, 0.336, 1.951)  0.203
H (0.744, -1.385, 2.047)  0.207
H (1.326, -2.340, -0.411)  0.192
H (0.964, -1.186, -1.694)  0.201
H (2.255, 1.531, 0.446)  0.234
H (0.542, 1.713, -0.185)  0.223
H (1.974, 1.105, -1.201)  0.216

In terms of stability, <one> leads; the second structure lies 1.943 eV higher.

<one>
Density functional theory data (ωB97M-V/def2-TZVPD) for a cluster of 3 separate species, C3H12N2O2 in total.

* orbital gap: 10.29 eV
* lowest unoccupied orbital energy: 0.78 eV
* SMILES: [H]/N=C/NCC.O.O

Each line ends with the natural charge from an NBO analysis.
Element x y z (Å)
H (-0.454, -1.540, 2.997)  0.360
N (-0.245, -0.799, 2.351)  -0.747
C (0.121, -1.078, 1.177)  0.295
N (0.184, -0.103, 0.208)  -0.636
C (1.238, -0.087, -0.801)  -0.211
C (0.860, 0.931, -1.864)  -0.612
H (0.259, -2.066, 0.713)  0.133
H (-0.098, 0.791, 0.582)  0.390
H (1.374, -1.109, -1.155)  0.201
H (2.188, 0.208, -0.342)  0.177
H (-0.184, 0.801, -2.147)  0.214
H (1.452, 0.859, -2.771)  0.222
H (0.939, 1.918, -1.411)  0.207
O (-1.254, 2.325, 1.986)  -0.936
H (-1.717, 1.481, 2.100)  0.475
H (-0.370, 2.008, 2.220)  0.467
O (-1.460, -1.650, -1.657)  -0.932
H (-1.105, -2.099, -0.887)  0.459
H (-1.729, -0.791, -1.298)  0.475

<two>
Density functional theory data (ωB97M-V/def2-TZVPD) for a cluster of 2 separate species, C3H12N2O2 in total.

* orbital gap: 10.19 eV
* lowest unoccupied orbital energy: 0.82 eV
* SMILES: NC[C@@H](N)CO.O

Each line ends with the natural charge from an NBO analysis.
Element x y z (Å)
N (-0.329, -1.638, 2.515)  -0.865
C (-0.898, -0.515, 1.686)  -0.212
C (0.077, 0.005, 0.535)  -0.083
N (1.476, -0.519, 0.712)  -0.836
C (-0.527, -0.447, -0.758)  -0.100
O (-0.084, 0.383, -1.848)  -0.725
H (-1.089, -2.117, 2.961)  0.354
H (0.211, -2.421, 2.102)  0.382
H (-1.231, 0.428, 2.305)  0.193
H (-1.662, -0.769, 1.035)  0.166
H (-0.098, 1.152, 0.486)  0.180
H (2.149, -0.113, 0.034)  0.353
H (1.733, 0.048, 1.525)  0.365
H (-0.065, -1.484, -0.973)  0.184
H (-1.596, -0.226, -0.588)  0.187
H (0.781, 0.042, -1.829)  0.461
O (0.669, 2.660, -3.503)  -0.960
H (0.525, 3.500, -3.217)  0.461
H (-0.043, 2.031, -3.182)  0.497

<three>
Density functional theory data (ωB97M-V/def2-TZVPD) for a cluster of 3 separate species, C3H12N2O2 in total.

* orbital gap: 8.73 eV
* lowest unoccupied orbital energy: 0.56 eV
* SMILES: C/C(N)=C/N.O.O

Each line ends with the natural charge from an NBO analysis.
Element x y z (Å)
C (0.499, 0.580, 2.704)  -0.652
C (0.195, 0.504, 1.220)  0.074
N (-1.175, 0.266, 0.965)  -0.880
C (0.823, 1.418, 0.397)  0.035
N (0.215, 2.319, -0.417)  -0.881
H (0.087, 1.516, 3.142)  0.207
H (1.574, 0.809, 2.828)  0.221
H (0.104, -0.308, 3.212)  0.206
H (-1.516, -0.628, 1.276)  0.362
H (-1.736, 1.026, 1.342)  0.359
H (1.907, 1.185, 0.386)  0.165
H (-0.125, 3.081, 0.165)  0.373
H (0.086, 2.590, -1.398)  0.412
O (-1.323, -2.174, -3.583)  -0.935
H (-1.226, -2.480, -2.678)  0.464
H (-2.264, -2.037, -3.725)  0.472
O (1.240, -2.059, -0.572)  -0.927
H (0.530, -1.966, -1.217)  0.459
H (0.784, -1.789, 0.238)  0.467

<four>
Density functional theory data (ωB97M-V/def2-TZVPD) for a cluster of 3 separate species, C3H12N2O2 in total.

* orbital gap: 8.16 eV
* lowest unoccupied orbital energy: 0.83 eV
* SMILES: C/C(N)=C/N.O.O

Each line ends with the natural charge from an NBO analysis.
Element x y z (Å)
C (-1.097, -0.977, -1.471)  -0.636
C (-0.905, -0.562, -0.038)  0.104
N (-0.220, -1.466, 0.806)  -0.853
C (-1.290, 0.625, 0.417)  -0.078
N (-1.007, 1.028, 1.736)  -0.859
H (-2.121, -1.255, -1.731)  0.216
H (-0.804, -0.196, -2.167)  0.217
H (-0.477, -1.852, -1.685)  0.212
H (-0.403, -2.431, 0.578)  0.370
H (-0.442, -1.298, 1.777)  0.385
H (-1.862, 1.301, -0.195)  0.183
H (-0.015, 0.981, 1.956)  0.373
H (-1.371, 1.888, 2.102)  0.380
O (0.737, 2.503, -1.632)  -0.950
H (1.538, 2.834, -2.055)  0.478
H (0.065, 2.233, -2.260)  0.473
O (2.859, -1.186, 0.562)  -0.965
H (1.943, -1.439, 0.787)  0.489
H (3.345, -2.005, 0.416)  0.461

In terms of stability, <one> leads; the second structure lies 0.100 eV higher.